[1]
Density functional theory data (ωB97M-V/def2-TZVPD) for C3H7N3S as an isolated structure in a non-equilibrium geometry.

```
14
C3H7N3S (ωB97M-V/def2-TZVPD)
C -1.4266 -1.1236 -1.2225
C -0.0180 -0.6393 -0.8097
C 1.0580 0.7329 0.7344
H -1.4102 -2.5403 -0.9876
H -1.4326 -0.9892 -2.5085
H -2.2006 -0.4472 -0.4587
H 0.7710 -0.5392 -2.7086
H -0.4597 -0.2981 1.2885
H 1.6554 0.4565 -0.1074
H 0.9518 2.4978 3.5488
N 0.9211 -0.3251 -1.7175
N 0.0503 -0.1540 0.5448
N 1.4056 1.5537 1.6044
S 0.1344 1.8151 2.7996
```

Its spin multiplicity is 1. For the electronic energy, the calculation gives -680.80524 hartree. Its max |F| is 6.16 eV Å⁻¹. The value obtained for the gap between HOMO and LUMO is 9.02 eV. Its energy relative to the best compared isomer or geometry (same formula, charge and spin) is 4.8162 eV.

---

[2]
Density functional theory data (ωB97M-V/def2-TZVPD) for one molecule with the formula C3H7N3S in a non-equilibrium geometry.

```
14
C3H7N3S (ωB97M-V/def2-TZVPD)
C 1.9220 -0.2140 -0.4238
C 0.4754 -0.3386 0.0617
C -1.4330 1.2756 0.3011
H 2.3377 0.6917 0.0400
H 2.5559 -1.0864 -0.2822
H 1.8612 -0.0367 -1.5140
H 0.7669 -1.9223 1.0037
H 0.3970 1.5486 -0.4242
H -1.3404 2.2575 0.7656
H -1.8722 -1.5182 0.1943
N -0.0121 -1.3530 0.6891
N -0.2061 0.7862 -0.2942
N -2.5697 0.7220 0.2729
S -2.8826 -0.8126 -0.3900
```

Its spin multiplicity is 1. For the electronic energy, the calculation gives -680.92231 hartree. Its max |F| is 2.48 eV Å⁻¹. The value obtained for the gap between HOMO and LUMO is 8.84 eV. Its SMILES is [H]/N=C(\C)N/C=N\S. Its energy relative to the best compared isomer or geometry (same formula, charge and spin) is 1.6306 eV.

---

[3]
Density functional theory data (ωB97M-V/def2-TZVPD) for one molecule with the formula C3H7N3S in a non-equilibrium geometry.

```
14
C3H7N3S (ωB97M-V/def2-TZVPD)
C -2.5734 0.0348 0.3317
C -1.1815 0.5497 0.7169
C 2.2260 -0.0276 -0.3024
H -3.2974 0.8010 -0.0087
H -2.6268 -0.8403 -0.3751
H -3.0266 -0.4059 1.2805
H -1.0550 1.0651 1.7060
H 1.3421 0.6466 1.3757
H 2.5501 -0.9192 -2.1967
H 1.0277 -1.0430 -1.5774
N -0.2102 0.0371 0.0371
N 1.1309 0.2712 0.4310
N 1.8869 -0.5293 -1.5775
S 3.8071 0.3598 0.1589
```

Its spin multiplicity is 1. For the electronic energy, the calculation gives -680.92762 hartree. Its max |F| is 2.75 eV Å⁻¹. The value obtained for the gap between HOMO and LUMO is 8.84 eV. Its SMILES is C/C=N/NC(N)=S. Its energy relative to the best compared isomer or geometry (same formula, charge and spin) is 1.4863 eV.

---

[4]
Density functional theory data (ωB97M-V/def2-TZVPD) for one molecule with the formula C3H7N3S in a non-equilibrium geometry.

```
14
C3H7N3S (ωB97M-V/def2-TZVPD)
C 0.4232 0.1227 1.5399
C -0.6847 -0.5129 0.6685
C -0.4607 -0.5357 -1.9112
N 0.9972 1.1821 0.5885
N -0.3938 0.0201 -0.6367
N 0.5198 0.9993 -0.5839
S 2.1149 2.2147 1.2020
H 0.0086 0.4947 2.5416
H 1.2677 -0.5549 1.6552
H -0.5127 -1.6262 0.8620
H -1.6323 0.0863 0.9182
H -1.5538 -0.3258 -2.2845
H 0.1087 0.0092 -2.6676
H -0.2021 -1.5736 -1.8920
```

Its spin multiplicity is 1. For the electronic energy, the calculation gives -680.83155 hartree. Its max |F| is 4.30 eV Å⁻¹. The value obtained for the gap between HOMO and LUMO (alpha / beta) is 7.77 / 7.77 eV. Its energy relative to the best compared isomer or geometry (same formula, charge and spin) is 4.1003 eV.

---

[5]
Density functional theory data (ωB97M-V/def2-TZVPD) for C3H7N3S as an isolated structure in a non-equilibrium geometry.

```
14
C3H7N3S (ωB97M-V/def2-TZVPD)
C -0.5889 -0.1875 -0.4655
C 1.8183 -0.6373 0.3455
C 0.9650 0.0089 1.3942
H -2.5526 0.8149 -2.0682
H -1.8786 -0.3603 0.7746
H 0.3572 -0.4006 -2.0927
H 1.9412 0.3957 -0.4563
H 2.7114 -1.4872 0.6434
H 1.0876 -0.3539 2.5417
H 0.2356 1.1066 1.1619
N -1.5399 0.4870 0.2151
N -0.4054 0.0889 -1.7117
N 0.2594 -1.0329 0.4960
S -2.4104 1.5577 -0.7780
```

Its spin multiplicity is 1. For the electronic energy, the calculation gives -680.75420 hartree. Its max |F| is 4.70 eV Å⁻¹. The value obtained for the gap between HOMO and LUMO is 9.88 eV. Its energy relative to the best compared isomer or geometry (same formula, charge and spin) is 6.2051 eV.

---

[6]
Density functional theory data (ωB97M-V/def2-TZVPD) for an isolated ion of composition C3H7N3S and charge +2 in a non-equilibrium geometry.

```
14
C3H7N3S (ωB97M-V/def2-TZVPD)
C 0.9261 -0.2550 0.0258
C -1.3725 0.4900 0.0464
C 0.2263 -1.5434 -0.0262
N 0.1146 0.7700 0.0587
N 2.2255 -0.2157 -0.0360
N -2.2667 1.4382 -0.0465
S -1.6022 -1.2749 0.0419
H 0.3578 -2.0812 -1.0021
H 0.7082 -2.1411 0.7767
H 0.4924 1.7314 0.3765
H 2.7734 -1.0875 0.0501
H 2.8014 0.6419 0.2085
H -2.1732 2.3935 -0.3371
H -3.2112 1.1339 -0.1369
```

Its spin multiplicity is 1. For the electronic energy, the calculation gives -680.31631 hartree. Its max |F| is 4.71 eV Å⁻¹. The value obtained for the gap between HOMO and LUMO is 9.93 eV. The net charge is +2. Its energy relative to the best compared isomer or geometry (same formula, charge and spin) is 0.0000 eV.

---

What did the second record say?
Density functional theory data (ωB97M-V/def2-TZVPD) for one molecule with the formula C3H7N3S in a non-equilibrium geometry.

```
14
C3H7N3S (ωB97M-V/def2-TZVPD)
C 1.9220 -0.2140 -0.4238
C 0.4754 -0.3386 0.0617
C -1.4330 1.2756 0.3011
H 2.3377 0.6917 0.0400
H 2.5559 -1.0864 -0.2822
H 1.8612 -0.0367 -1.5140
H 0.7669 -1.9223 1.0037
H 0.3970 1.5486 -0.4242
H -1.3404 2.2575 0.7656
H -1.8722 -1.5182 0.1943
N -0.0121 -1.3530 0.6891
N -0.2061 0.7862 -0.2942
N -2.5697 0.7220 0.2729
S -2.8826 -0.8126 -0.3900
```

Its spin multiplicity is 1. For the electronic energy, the calculation gives -680.92231 hartree. Its max |F| is 2.48 eV Å⁻¹. The value obtained for the gap between HOMO and LUMO is 8.84 eV. Its SMILES is [H]/N=C(\C)N/C=N\S. Its energy relative to the best compared isomer or geometry (same formula, charge and spin) is 1.6306 eV.

---

Copy entry 3 word for word.
Density functional theory data (ωB97M-V/def2-TZVPD) for one molecule with the formula C3H7N3S in a non-equilibrium geometry.

```
14
C3H7N3S (ωB97M-V/def2-TZVPD)
C -2.5734 0.0348 0.3317
C -1.1815 0.5497 0.7169
C 2.2260 -0.0276 -0.3024
H -3.2974 0.8010 -0.0087
H -2.6268 -0.8403 -0.3751
H -3.0266 -0.4059 1.2805
H -1.0550 1.0651 1.7060
H 1.3421 0.6466 1.3757
H 2.5501 -0.9192 -2.1967
H 1.0277 -1.0430 -1.5774
N -0.2102 0.0371 0.0371
N 1.1309 0.2712 0.4310
N 1.8869 -0.5293 -1.5775
S 3.8071 0.3598 0.1589
```

Its spin multiplicity is 1. For the electronic energy, the calculation gives -680.92762 hartree. Its max |F| is 2.75 eV Å⁻¹. The value obtained for the gap between HOMO and LUMO is 8.84 eV. Its SMILES is C/C=N/NC(N)=S. Its energy relative to the best compared isomer or geometry (same formula, charge and spin) is 1.4863 eV.